Molecular formula: C21H38N4O7S
Method: DFT, ωB97M-V/def2-TZVPD

Geometry as XYZ:
```
71
C21H38N4O7S, DFT ωB97M-V/def2-TZVPD
O -0.561 1.665 1.924
C -0.638 0.410 1.972
O -1.481 -0.212 0.971
C 0.168 -0.495 3.017
C 1.753 -0.615 2.646
C 2.152 0.146 1.302
C 1.742 -0.392 -0.145
C 2.072 0.330 -1.468
C 2.910 1.667 -1.369
N 3.370 2.498 -2.461
S 4.241 3.730 -1.629
N 4.142 3.422 0.059
C 3.357 2.199 0.052
C 2.973 1.455 1.407
O 3.405 1.964 2.664
H -1.104 0.126 0.120
H -0.272 -1.563 2.938
H 0.001 -0.062 4.074
H 2.321 -0.113 3.511
H 2.067 -1.715 2.587
H 1.163 -1.373 -0.153
H 1.707 -0.114 -2.457
H 4.274 1.593 2.934
C 3.191 -7.366 -1.734
O 1.896 -6.830 -1.958
C 0.852 -7.613 -1.378
C 0.200 -6.861 -0.217
N 1.103 -6.771 0.931
C 0.641 -5.851 1.972
C 0.532 -4.363 1.607
O 1.786 -3.735 1.354
C 2.263 -3.878 0.024
H 3.903 -6.793 -2.331
H 3.474 -7.276 -0.681
H 3.242 -8.413 -2.045
H 1.203 -8.603 -1.066
H 0.101 -7.763 -2.160
H -0.713 -7.385 0.084
H -0.079 -5.866 -0.582
H 2.012 -6.456 0.610
H 1.349 -5.941 2.802
H -0.327 -6.200 2.350
H 0.114 -3.848 2.479
H -0.171 -4.178 0.787
H 1.452 -3.927 -0.708
H 2.900 -4.761 -0.052
H 2.884 -3.011 -0.209
C -0.689 4.209 0.092
O -1.603 3.760 -0.899
C -2.829 3.271 -0.354
C -3.985 4.208 -0.708
N -3.884 5.474 0.019
C -4.806 6.504 -0.461
C -4.617 7.013 -1.899
O -3.411 7.742 -2.102
C -2.276 6.939 -2.390
H 0.264 4.422 -0.398
H -1.046 5.129 0.565
H -0.524 3.439 0.850
H -2.765 3.108 0.727
H -3.015 2.299 -0.822
H -4.933 3.723 -0.454
H -3.960 4.370 -1.792
H -2.937 5.828 -0.070
H -4.694 7.360 0.213
H -5.834 6.144 -0.340
H -5.427 7.722 -2.098
H -4.726 6.219 -2.646
H -2.534 6.032 -2.941
H -1.750 6.689 -1.467
H -1.590 7.530 -3.001
```

spin multiplicity: 1
HOMO-LUMO gap: 7.14 eV
highest occupied orbital energy: -8.3819 eV
charge: 0


Molecular formula: C21H38NO2
Method: DFT, ωB97M-V/def2-TZVPD

Geometry as XYZ:
```
62
C21H38NO2, DFT ωB97M-V/def2-TZVPD
C 1.935 1.862 1.855
C 2.221 0.974 2.879
C 1.917 1.511 4.184
C 1.744 0.473 5.373
C 0.586 -0.289 5.048
C 0.287 -0.427 3.630
N 1.464 -0.406 2.916
C 2.515 -1.467 2.825
H 3.218 -1.379 3.687
H 1.739 -2.377 3.031
C 3.375 -1.952 1.520
C 2.473 -2.063 0.370
O 1.390 -0.764 0.196
C 0.557 -1.187 -0.965
C -0.285 0.251 -0.946
H 0.266 0.922 -0.837
H -1.065 0.221 0.073
C -1.391 0.209 -2.025
C -0.555 0.381 -3.598
C -1.621 0.432 -4.544
C -2.456 -0.590 -4.619
C -3.227 -0.982 -3.215
C -4.063 0.350 -3.107
C -3.211 1.505 -2.944
C -2.204 1.911 -4.493
H -3.178 1.947 -5.244
H -1.918 2.804 -4.237
C -2.083 1.440 -2.001
H -1.571 2.307 -1.715
H -2.800 1.395 -0.922
H -3.691 2.559 -2.917
H -4.772 0.696 -3.873
H -4.665 0.335 -2.172
C -2.326 -0.878 -2.097
H -2.824 -1.049 -1.162
H -1.600 -2.023 -2.472
H -3.852 -1.531 -3.417
H -3.362 -0.779 -5.387
H -1.909 -1.605 -4.824
H -0.966 0.489 -5.466
H -0.107 1.167 -3.391
H 0.005 -0.751 -3.490
H -0.052 -2.020 -0.642
H 1.007 -1.156 -1.737
H 1.834 -2.969 0.582
H 2.785 -2.204 -0.639
O 3.925 -0.677 1.351
H 4.434 -0.793 0.556
H 3.914 -2.698 1.631
H 1.415 -0.410 1.808
H -0.212 0.469 3.252
H -0.189 -1.285 3.142
H 0.870 -1.482 5.096
H -0.416 -0.273 5.572
H 1.416 0.826 6.355
H 2.652 -0.341 5.471
H 2.726 2.313 4.703
H 1.027 2.049 4.379
H 3.412 0.647 2.918
H 0.702 1.930 1.783
H 2.304 1.638 0.881
H 2.455 2.796 2.033
```

spin multiplicity: 1
HOMO-LUMO gap: 7.42 eV
highest occupied orbital energy: -9.7622 eV
charge: +1
energy relative to the best compared isomer or geometry (same formula, charge and spin): 513.1 kcal per mole


Molecular formula: C21H39AsCdGeNO10S
Method: DFT, ωB97M-V/def2-TZVPD

Geometry as XYZ:
```
75
C21H39AsCdGeNO10S, DFT ωB97M-V/def2-TZVPD
Cd 0.025 0.464 0.341
C 1.113 -4.255 -1.658
C 1.074 -2.923 -2.408
C 0.805 -3.171 -3.895
C 2.389 -2.162 -2.245
O 0.003 -2.184 -1.832
Ge -0.897 -0.749 -2.349
O -1.781 -0.507 -0.725
C -3.182 -0.253 -0.591
C -3.444 1.250 -0.662
C -3.606 -0.792 0.777
C -3.960 -0.978 -1.692
O 0.229 0.735 -2.108
C 0.451 1.742 -3.097
C -0.562 1.583 -4.242
C 0.263 3.136 -2.501
C 1.870 1.591 -3.640
H 1.901 -4.895 -2.057
H 1.303 -4.075 -0.600
H 0.154 -4.765 -1.758
H 1.628 -3.730 -4.338
H -0.123 -3.732 -4.026
H 0.709 -2.212 -4.412
H 3.227 -2.781 -2.569
H 2.371 -1.248 -2.843
H 2.528 -1.882 -1.203
H -2.901 1.758 0.137
H -3.089 1.650 -1.616
H -4.510 1.454 -0.570
H -2.953 -0.372 1.544
H -4.636 -0.510 0.987
H -3.526 -1.880 0.792
H -3.812 -0.481 -2.656
H -3.609 -2.010 -1.775
H -5.025 -0.982 -1.465
H -1.578 1.675 -3.846
H -0.410 2.346 -5.002
H -0.450 0.594 -4.705
H -0.678 3.196 -1.953
H 1.062 3.377 -1.800
H 0.258 3.876 -3.302
H 1.980 0.633 -4.157
H 2.093 2.396 -4.340
H 2.580 1.634 -2.814
O -0.380 4.891 1.379
As 0.599 3.377 1.227
O 1.876 3.794 0.316
O -0.589 2.387 0.582
C 1.110 3.277 3.102
C 1.329 4.473 3.770
C 1.834 4.443 5.062
C 2.124 3.233 5.680
C 1.904 2.037 5.017
C 1.394 2.074 3.731
S 1.175 0.614 2.762
O -0.275 0.420 2.569
O 1.803 -0.470 3.483
O 1.820 0.953 1.471
H -1.235 4.690 0.979
H 1.110 5.399 3.257
H 2.017 5.373 5.585
H 2.533 3.227 6.682
H 2.130 1.080 5.467
C 0.765 -3.763 3.600
N 0.322 -3.061 2.416
C -1.109 -2.932 2.222
C 1.170 -2.367 1.663
O 0.840 -1.605 0.751
H 0.211 -3.397 4.466
H 1.822 -3.566 3.770
H 0.600 -4.838 3.504
H -1.566 -3.922 2.274
H -1.292 -2.494 1.244
H -1.548 -2.289 2.988
H 2.222 -2.597 1.856
```

spin multiplicity: 2
HOMO-LUMO gap (spin up / spin down): 8.94 / 5.83 eV
highest occupied orbital energy (spin up / spin down): -8.5849 / -8.5853 eV
charge: 0
energy relative to the best compared isomer or geometry (same formula, charge and spin): 27.4 kcal per mole


Molecular formula: C21H39FO21
Method: DFT, ωB97M-V/def2-TZVPD

Geometry as XYZ:
```
82
C21H39FO21, DFT ωB97M-V/def2-TZVPD
C 2.396 -3.156 -0.556
C 3.759 -3.791 -0.391
O 3.364 -4.774 0.498
C 2.208 -4.424 1.103
O 1.508 -5.110 1.786
O 1.867 -3.253 0.692
F 4.552 -2.928 0.258
H 1.895 -3.746 -1.324
H 2.582 -2.106 -0.779
H 4.307 -4.103 -1.281
C 4.144 0.345 2.513
O 4.333 -1.061 2.628
C 5.577 -1.573 2.585
O 6.613 -0.870 2.535
O 5.506 -2.898 2.516
C 6.737 -3.516 2.438
H 3.750 0.776 3.433
H 3.349 0.597 1.811
H 5.037 0.870 2.174
H 6.525 -4.531 2.102
H 7.069 -3.431 3.473
H 7.580 -3.092 1.894
C -1.702 4.931 -1.941
O -0.370 4.394 -1.947
C -0.074 3.083 -1.909
O 1.046 2.690 -2.109
O -1.218 2.334 -1.633
C -1.035 0.938 -1.339
H -1.724 5.919 -1.481
H -2.223 4.389 -1.152
H -2.293 4.782 -2.844
H -2.021 0.632 -0.991
H -0.285 0.928 -0.548
H -0.700 0.359 -2.200
C -5.800 0.117 0.645
O -5.261 -0.429 1.845
C -4.018 -0.806 1.820
O -3.210 -0.609 0.941
O -3.722 -1.390 3.097
C -2.349 -1.590 3.383
H -5.469 -0.356 -0.279
H -5.472 1.156 0.672
H -6.848 -0.180 0.611
H -2.105 -1.563 4.445
H -1.782 -0.730 3.026
H -1.915 -2.455 2.882
C -2.502 -1.852 -4.379
O -1.204 -1.221 -4.648
C -0.843 -0.163 -3.886
O -1.563 0.421 -3.091
O 0.469 0.019 -4.214
C 1.222 0.881 -3.345
H -3.312 -1.126 -4.446
H -2.501 -2.329 -3.399
H -2.734 -2.569 -5.167
H 1.724 0.322 -2.554
H 0.595 1.695 -2.982
H 2.019 1.267 -3.980
C -0.383 2.748 1.317
O -1.606 2.474 0.594
C -2.642 3.297 0.621
O -2.812 4.195 1.424
O -3.426 3.048 -0.467
C -4.773 3.527 -0.503
H 0.244 1.896 1.579
H -0.654 3.170 2.285
H 0.257 3.560 0.972
H -5.282 4.181 0.206
H -5.303 2.580 -0.608
H -4.910 3.904 -1.517
C -1.560 -0.004 0.485
O -0.165 -0.094 0.701
C 0.682 -0.200 -0.354
O 0.393 -0.164 -1.513
O 2.040 -0.344 0.018
C 2.418 -0.889 1.329
H -2.004 -0.471 1.365
H -1.958 -0.557 -0.365
H -1.833 1.048 0.407
H 2.157 -1.937 1.476
H 2.135 -0.262 2.174
H 3.505 -0.821 1.365
```

spin multiplicity: 1
HOMO-LUMO gap: 6.36 eV
highest occupied orbital energy: -6.0503 eV
charge: 0
energy relative to the best compared isomer or geometry (same formula, charge and spin): 644.2 kcal per mole


Molecular formula: C21H40F15N3O15S
Method: DFT, ωB97M-V/def2-TZVPD

Geometry as XYZ:
```
95
C21H40F15N3O15S, DFT ωB97M-V/def2-TZVPD
N -2.276 -1.306 -2.271
H -2.297 -1.471 -1.264
H -1.955 -2.239 -2.583
H -1.650 -0.504 -2.464
H -3.214 -1.053 -2.571
N 1.065 -2.079 -3.306
H 1.295 -1.903 -4.275
H 0.285 -2.763 -3.085
H 0.695 -1.185 -2.887
H 1.898 -2.394 -2.820
N -0.357 -0.005 0.017
H -0.655 -1.001 0.157
H -1.152 0.622 0.267
H -0.263 0.162 -1.013
H 0.447 0.146 0.621
C -5.007 2.320 0.756
F -5.060 3.507 0.105
F -4.339 2.526 1.884
F -6.255 1.941 1.026
S -4.176 1.047 -0.380
O -4.546 1.423 -1.737
O -2.742 1.179 -0.078
O -4.691 -0.253 0.013
O 0.104 0.283 -2.312
C -0.054 1.189 -3.386
C -0.430 0.717 -4.824
O -1.372 -0.276 -5.010
H 0.820 1.874 -3.371
H -0.815 1.926 -3.073
H 0.468 0.545 -5.461
H -0.882 1.610 -5.303
O -0.984 -3.803 -2.864
C -1.096 -4.432 -1.591
C -0.788 -3.606 -0.322
O -1.542 -2.516 0.069
H -0.808 -5.498 -1.546
H -2.186 -4.654 -1.601
H 0.311 -3.433 -0.349
H -0.866 -4.374 0.482
C 3.517 1.019 -5.598
C 4.740 0.838 -4.713
O 4.390 0.901 -3.333
C 4.077 -0.141 -2.612
O 3.884 -1.232 -3.081
C 3.896 0.117 -1.101
F 4.154 1.366 -0.755
F 2.663 -0.215 -0.766
F 4.717 -0.698 -0.405
H 3.795 0.777 -6.624
H 3.302 2.088 -5.519
H 2.595 0.518 -5.310
H 5.470 1.591 -5.003
H 5.214 -0.133 -4.881
C 1.322 1.620 5.776
C 1.326 1.765 4.273
O 2.566 1.231 3.791
C 2.596 0.571 2.624
O 1.744 0.537 1.804
C 3.990 0.034 2.300
F 4.882 0.241 3.271
F 3.866 -1.251 1.958
F 4.508 0.628 1.210
H 1.398 0.573 6.076
H 0.383 2.008 6.172
H 2.152 2.149 6.246
H 1.307 2.833 4.043
H 0.432 1.381 3.794
C 0.959 3.230 -1.055
C -0.511 3.520 -0.819
O -0.733 4.372 0.336
C -0.614 3.896 1.560
O -0.087 2.875 1.902
C -1.006 4.949 2.623
F -1.509 6.100 2.137
F -1.794 4.374 3.532
F 0.148 5.321 3.246
H 1.045 2.861 -2.077
H 1.276 2.413 -0.405
H 1.563 4.118 -0.877
H -1.143 2.635 -0.777
H -0.899 4.080 -1.668
C -3.147 -4.883 5.128
C -2.877 -4.621 3.649
O -2.591 -3.241 3.412
C -1.343 -2.838 3.485
O -0.397 -3.542 3.717
C -1.184 -1.333 3.292
F -0.127 -1.083 2.543
F -2.251 -0.787 2.742
F -0.995 -0.753 4.501
H -3.925 -4.224 5.505
H -2.205 -4.828 5.669
H -3.556 -5.896 5.157
H -3.768 -4.809 3.050
H -2.145 -5.294 3.205
```

spin multiplicity: 1
HOMO-LUMO gap: 4.57 eV
highest occupied orbital energy: -0.6697 eV
charge: -2


Molecular formula: C21H40N4O3S
Method: DFT, ωB97M-V/def2-TZVPD

Geometry as XYZ:
```
69
C21H40N4O3S, DFT ωB97M-V/def2-TZVPD
C 1.263 2.368 -2.103
H 1.740 2.090 -3.040
H 0.445 3.050 -2.326
H 0.844 1.478 -1.646
C 2.271 3.045 -1.177
C 1.647 3.437 0.164
C 1.377 2.205 1.027
C 0.844 2.603 2.400
H 1.570 3.216 2.932
H -0.076 3.174 2.298
H 0.636 1.720 3.002
C 2.670 1.400 1.164
N 3.139 0.981 -0.143
C 3.489 2.152 -0.927
H 3.903 1.828 -1.884
H 4.270 2.744 -0.409
C 4.245 0.039 -0.070
C 4.366 -0.777 -1.368
C 3.952 -2.235 -1.182
N 2.598 -2.333 -0.691
C 2.256 -3.104 0.357
O 3.042 -3.827 0.938
C 0.784 -3.010 0.764
C -0.151 -3.377 -0.392
C -1.608 -3.193 0.032
N -1.864 -1.839 0.487
S -1.948 -0.691 -0.749
O -1.945 -1.360 -2.011
O -0.987 0.348 -0.530
N -3.445 -0.023 -0.550
C -3.613 0.810 0.620
H -2.726 1.441 0.686
C -4.880 1.647 0.469
C -6.083 0.729 0.269
C -5.839 -0.174 -0.937
C -4.537 -0.950 -0.751
H -4.294 -1.532 -1.640
H -4.622 -1.631 0.110
H -6.664 -0.877 -1.065
H -5.758 0.436 -1.837
H -6.987 1.320 0.119
H -6.225 0.115 1.162
H -4.771 2.298 -0.399
H -5.012 2.268 1.356
H -3.685 0.189 1.527
C -1.019 -1.463 1.604
C 0.468 -1.604 1.284
H 0.723 -0.855 0.535
H 1.050 -1.406 2.186
H -1.295 -2.101 2.451
H -1.246 -0.426 1.852
H -1.864 -3.871 0.852
H -2.272 -3.380 -0.810
H 0.021 -2.731 -1.254
H 0.018 -4.412 -0.694
H 0.640 -3.731 1.576
H 1.931 -1.689 -1.086
H 4.592 -2.740 -0.453
H 4.037 -2.765 -2.140
H 3.718 -0.330 -2.123
H 5.390 -0.755 -1.743
H 5.196 0.559 0.143
H 4.054 -0.643 0.761
H 2.488 0.510 1.771
H 3.429 2.015 1.686
H 0.631 1.583 0.528
H 0.717 3.982 -0.007
H 2.334 4.101 0.697
H 2.630 3.956 -1.673
```

spin multiplicity: 1
HOMO-LUMO gap: 9.16 eV
highest occupied orbital energy: -8.4993 eV
structure (SMILES): C[C@H]1C[C@H](C)CN(CCCNC(=O)C2CCN(S(=O)(=O)N3CCCCC3)CC2)C1
charge: 0
energy relative to the best compared isomer or geometry (same formula, charge and spin): 0.0 kcal per mole


So what do the calculations give for DFT total energy? Going down the list: -1966.56428, -1027.22391, -6509.41589, -2502.49451, -4013.19203, -1667.15731 a.u..